1.
{"formula": "C35H75CrNO25", "method": "ωB97M-V with the def2-TZVPD basis set", "elements": ["Cr", "N", "H", "H", "H", "H", "C", "C", "C", "O", "H", "H", "H", "H", "H", "H", "H", "C", "C", "O", "C", "O", "O", "C", "H", "H", "H", "H", "H", "H", "H", "H", "C", "C", "O", "C", "O", "O", "C", "H", "H", "H", "H", "H", "H", "H", "H", "C", "C", "O", "C", "O", "O", "C", "H", "H", "H", "H", "H", "H", "H", "H", "C", "C", "O", "C", "O", "O", "C", "H", "H", "H", "H", "H", "H", "H", "H", "C", "C", "O", "C", "O", "O", "C", "H", "H", "H", "H", "H", "H", "H", "H", "C", "C", "O", "C", "O", "O", "C", "H", "H", "H", "H", "H", "H", "H", "H", "C", "C", "O", "C", "O", "O", "C", "H", "H", "H", "H", "H", "H", "H", "H", "C", "C", "O", "C", "O", "O", "C", "H", "H", "H", "H", "H", "H", "H", "H"], "coordinates": [[-0.983, -0.261, -3.954], [0.596, 2.637, -3.009], [1.192, 2.818, -3.804], [0.389, 3.451, -2.448], [0.758, 1.745, -2.565], [-0.279, 2.453, -3.479], [0.222, 0.864, 0.106], [0.323, -0.334, -0.827], [-0.643, -1.395, -0.417], [0.320, -0.064, -2.232], [1.045, 1.573, 0.019], [0.175, 0.667, 1.177], [-0.653, 1.437, -0.202], [1.328, -0.716, -0.647], [-0.320, -1.689, 0.581], [-0.629, -2.341, -0.958], [-1.681, -1.064, -0.388], [3.142, 7.948, 5.485], [1.938, 7.247, 4.863], [2.372, 6.063, 4.247], [1.455, 5.388, 3.495], [0.292, 5.742, 3.342], [2.056, 4.322, 2.994], [1.276, 3.254, 2.324], [3.789, 8.478, 4.786], [3.829, 7.158, 5.786], [2.871, 8.555, 6.349], [1.502, 8.010, 4.219], [1.232, 7.032, 5.666], [0.373, 3.660, 1.869], [0.850, 2.513, 3.000], [1.875, 2.765, 1.556], [-6.677, 0.371, -2.650], [-5.483, -0.417, -3.147], [-4.981, -1.340, -2.224], [-3.616, -1.602, -2.214], [-2.774, -0.902, -2.760], [-3.366, -2.703, -1.407], [-4.180, -3.883, -1.609], [-7.557, -0.264, -2.551], [-6.814, 1.196, -3.350], [-6.434, 0.709, -1.643], [-4.690, 0.171, -3.610], [-5.779, -1.020, -4.006], [-4.056, -4.670, -0.865], [-3.841, -4.435, -2.486], [-5.234, -3.607, -1.607], [4.151, 0.536, -2.028], [4.573, 1.504, -0.957], [3.873, 2.698, -1.094], [4.123, 3.778, -0.368], [5.062, 3.870, 0.470], [3.195, 4.737, -0.669], [3.443, 5.962, 0.040], [3.736, 0.923, -2.958], [3.358, -0.138, -1.704], [5.021, -0.049, -2.325], [5.612, 1.820, -1.052], [4.462, 1.016, 0.011], [4.465, 6.318, -0.093], [3.269, 5.826, 1.108], [2.818, 6.824, -0.193], [-2.892, -4.920, -6.770], [-2.159, -3.848, -5.850], [-0.923, -4.162, -5.386], [-0.302, -3.463, -4.476], [-0.814, -2.467, -3.919], [0.827, -4.077, -4.134], [1.637, -3.574, -3.075], [-3.197, -5.817, -6.230], [-2.212, -5.323, -7.520], [-3.807, -4.532, -7.218], [-2.824, -3.498, -5.060], [-2.156, -2.892, -6.374], [2.610, -4.024, -3.272], [1.206, -4.042, -2.190], [1.708, -2.487, -3.032], [-1.165, -5.161, -0.689], [-1.500, -6.694, -1.090], [-1.118, -7.551, 0.016], [-1.929, -7.653, 1.024], [-3.041, -7.175, 1.067], [-1.252, -8.315, 1.975], [-1.927, -8.662, 3.171], [-1.421, -4.559, -1.561], [-0.113, -5.034, -0.433], [-1.841, -4.782, 0.077], [-0.842, -7.082, -1.868], [-2.450, -6.948, -1.559], [-1.256, -8.984, 3.968], [-2.562, -9.520, 2.950], [-2.470, -7.816, 3.590], [0.553, -1.428, 3.548], [-1.011, -1.564, 3.506], [-1.600, -0.392, 3.186], [-1.723, 0.590, 4.115], [-1.413, 0.486, 5.280], [-2.045, 1.730, 3.425], [-2.378, 2.844, 4.191], [0.897, -0.616, 2.907], [0.978, -2.417, 3.381], [0.852, -1.233, 4.578], [-1.302, -2.020, 4.453], [-1.294, -2.216, 2.680], [-2.408, 3.715, 3.537], [-1.678, 2.982, 5.015], [-3.439, 2.857, 4.436], [0.488, 9.212, 0.147], [-0.555, 8.018, -0.154], [0.076, 6.869, -0.638], [-0.484, 5.612, -0.596], [-0.231, 4.708, -1.406], [-1.481, 5.535, 0.367], [-2.113, 4.306, 0.613], [1.406, 8.810, 0.574], [0.131, 9.891, 0.922], [0.766, 9.738, -0.767], [-1.169, 8.363, -0.986], [-1.196, 7.842, 0.710], [-3.094, 4.277, 0.138], [-2.452, 4.448, 1.639], [-1.485, 3.416, 0.563], [4.616, -1.869, 1.569], [3.241, -2.230, 0.909], [2.793, -3.569, 1.380], [3.083, -4.628, 0.695], [3.731, -4.713, -0.320], [2.487, -5.583, 1.362], [2.564, -6.942, 0.910], [4.890, -0.817, 1.492], [5.415, -2.549, 1.274], [4.432, -1.982, 2.637], [3.387, -2.217, -0.171], [2.470, -1.502, 1.161], [2.171, -7.105, -0.093], [2.015, -7.486, 1.679], [3.603, -7.252, 1.022]], "forces_ev_per_a": [[0.90, -2.12, 3.98], [-1.04, -0.15, -2.10], [1.02, 0.35, 0.26], [0.34, 1.16, 1.30], [0.75, -1.14, 1.19], [-0.78, 0.24, -0.02], [-0.30, 1.22, -0.87], [0.79, -0.54, 0.14], [-0.33, -0.86, 0.61], [-1.44, 1.24, -2.52], [0.34, -0.15, -0.43], [-0.34, -0.56, -0.19], [-0.42, 0.08, 0.33], [0.23, -0.40, -0.21], [-0.35, 0.08, 0.32], [0.25, 0.27, -0.55], [0.12, 0.20, 0.19], [0.92, -1.20, -0.05], [0.08, 2.09, 1.22], [-0.60, -1.28, -1.63], [-1.14, 1.43, 0.85], [1.52, -0.80, -0.05], [-0.18, -1.86, -0.79], [-0.62, 1.21, 0.29], [-0.56, 0.47, -0.21], [-0.07, -0.08, 0.67], [0.04, 0.03, -0.23], [-0.46, -0.69, -0.62], [-0.17, -0.24, -0.19], [0.22, 0.48, -0.22], [0.65, 0.07, 0.57], [0.37, 0.41, 0.39], [0.88, -0.45, 0.58], [-0.54, 0.14, -2.44], [3.37, -1.14, 1.03], [-2.70, -1.29, 1.46], [-0.22, -0.32, 0.09], [0.58, 1.97, -1.72], [-0.79, -0.62, -0.17], [0.00, 0.15, -0.28], [-0.35, 0.00, 0.28], [-0.15, 0.49, -0.07], [0.12, 0.53, 0.74], [-0.41, -0.18, -0.14], [0.46, 0.85, 0.84], [-0.24, 0.57, -0.57], [0.17, -0.13, -0.34], [-0.23, -0.77, -0.59], [1.66, -0.09, -0.02], [-2.56, 1.23, -0.47], [2.73, 0.75, 2.92], [-3.44, -0.22, -3.02], [0.93, -0.55, 0.17], [0.52, 0.92, 1.21], [0.34, 0.77, 0.04], [0.12, -0.19, 0.36], [-0.12, -0.22, 0.10], [0.28, -0.61, 0.02], [-0.17, 0.42, 0.25], [0.06, -0.40, -0.05], [0.26, -0.38, 0.04], [-0.54, -0.76, -1.01], [1.32, -0.08, 1.15], [-4.15, 1.31, -1.59], [2.47, -1.39, 0.28], [0.05, -0.80, 1.21], [0.92, 0.29, -1.00], [-1.78, 1.09, -1.66], [0.39, -0.63, 0.53], [0.05, 0.18, 0.47], [-0.03, 0.46, -0.25], [0.34, 0.39, -0.01], [-0.11, -0.83, 0.74], [0.65, 0.03, -0.84], [-0.03, 0.21, 0.21], [0.33, 0.53, 0.36], [-0.28, -0.08, 0.00], [-1.31, -1.82, -1.28], [1.64, 0.76, 0.57], [0.72, 0.31, -1.99], [-0.92, 0.29, 1.44], [0.34, -0.42, 0.37], [0.22, 0.24, -0.17], [-0.83, -0.28, 0.58], [0.31, 0.16, -0.25], [-0.15, -0.17, 0.12], [0.26, -0.33, 0.32], [0.56, 0.58, 0.02], [-0.64, 0.48, 0.98], [0.61, 0.10, -0.59], [-0.35, 0.24, 0.17], [-0.30, -0.08, -0.33], [-1.15, -0.58, 1.03], [2.72, -2.32, 0.23], [-1.99, 3.38, -0.14], [1.46, 0.11, 0.01], [-0.90, 0.32, -1.33], [0.19, -2.14, -0.10], [-0.78, 1.59, 0.21], [0.18, -0.33, -0.19], [0.24, 0.16, -0.68], [0.00, 0.51, -0.04], [-0.49, 0.25, -0.01], [0.01, -0.27, 0.18], [0.97, -0.05, -0.14], [-0.40, 0.07, 0.09], [0.05, -0.71, 0.92], [-0.35, -1.86, -0.10], [-0.26, 3.08, 0.67], [0.59, -4.11, -0.62], [-1.61, 1.17, 0.07], [-0.01, 1.56, 1.73], [2.85, 0.82, -2.18], [-1.30, 0.05, 1.46], [0.05, -0.26, -0.06], [-0.44, 0.01, -0.35], [-0.22, 0.03, 0.11], [-0.30, 0.08, 0.16], [0.29, -0.23, -0.03], [0.38, -0.42, -0.95], [0.42, -0.38, 0.26], [-0.12, 0.22, -0.41], [-1.59, -0.45, 0.72], [1.66, -0.56, 0.05], [0.01, 4.20, 0.39], [0.36, -0.86, -0.79], [-0.09, 0.04, -0.17], [-0.77, -1.28, 0.03], [0.65, -0.13, 0.90], [0.00, -0.06, -0.59], [-0.10, 0.20, -0.16], [0.28, -0.23, 0.17], [-0.30, -0.44, -0.11], [-0.07, -0.37, 0.32], [0.06, 0.17, 0.12], [-0.26, -0.05, -0.41], [0.01, -0.14, -0.52]], "spin_multiplicity": 5, "lumo_energy_ev": [-7.996, -7.688], "e_above_lowest_kcal_mol": 105.5, "homo_ha": [-0.518, -0.518], "charge": 2, "e_tot_ha": -4358.1856, "mol_weight_g_mol": 962.0, "homo_lumo_gap_ha": [0.2242, 0.2355]}

***

2.
{"formula": "C21H14F3NO3S3Tc", "method": "ωB97M-V with the def2-TZVPD basis set", "elements": ["Tc", "O", "N", "O", "F", "C", "F", "F", "O", "C", "C", "C", "C", "C", "S", "C", "C", "C", "C", "S", "C", "C", "C", "C", "S", "H", "H", "H", "H", "H", "H", "H", "H", "H", "C", "C", "C", "C", "C", "C", "C", "H", "H", "H", "H", "H"], "coordinates": [[0.198, -0.078, 0.025], [3.216, -0.227, -2.528], [2.385, -0.984, -2.334], [1.365, -0.517, -1.375], [-0.211, -2.843, 0.193], [-0.939, -1.762, 0.535], [-2.170, -1.942, 0.043], [-1.048, -1.754, 1.880], [0.121, 1.089, 1.491], [-0.657, 2.288, 1.728], [-2.028, 1.958, 2.267], [-2.924, 1.030, 1.806], [-4.092, 0.954, 2.599], [-4.059, 1.826, 3.646], [-2.635, 2.752, 3.665], [-0.696, 2.878, 0.349], [-1.448, 2.274, -0.758], [-1.097, 3.022, -1.995], [-0.199, 3.989, -1.807], [0.284, 4.113, -0.124], [0.147, 3.161, 2.656], [-0.090, 4.465, 2.995], [0.859, 4.962, 3.923], [1.783, 4.021, 4.260], [1.518, 2.534, 3.470], [-2.750, 0.367, 0.971], [-4.903, 0.266, 2.414], [-4.807, 1.972, 4.408], [-2.516, 2.345, -0.524], [-1.534, 2.770, -2.951], [0.222, 4.670, -2.530], [-0.919, 5.046, 2.615], [0.854, 5.966, 4.316], [2.615, 4.127, 4.937], [-1.139, 0.734, -0.927], [-1.997, 0.138, -1.973], [-1.470, -0.866, -2.794], [-2.245, -1.448, -3.782], [-3.567, -1.062, -3.947], [-4.109, -0.079, -3.131], [-3.330, 0.529, -2.163], [-0.447, -1.184, -2.653], [-1.817, -2.213, -4.415], [-4.176, -1.530, -4.708], [-5.143, 0.214, -3.251], [-3.791, 1.282, -1.537]], "forces_ev_per_a": [[0.38, -0.25, -0.02], [-0.04, 0.07, 0.08], [-0.09, 0.06, 0.05], [-0.09, 0.15, 0.53], [-0.01, -0.02, -0.04], [-0.05, 0.02, -0.15], [-0.02, 0.01, 0.02], [0.03, 0.02, 0.10], [0.13, -0.13, -0.35], [0.17, -0.04, -0.02], [-0.08, 0.04, -0.06], [0.09, -0.03, 0.05], [0.01, -0.02, 0.08], [-0.07, 0.06, -0.10], [0.06, -0.09, 0.11], [-0.11, 0.15, -0.03], [0.17, -0.01, -0.03], [-0.01, -0.01, -0.02], [-0.04, -0.08, 0.04], [0.00, -0.02, 0.01], [-0.02, 0.03, 0.05], [0.00, -0.04, -0.04], [0.05, -0.01, 0.02], [0.00, 0.01, 0.03], [0.00, 0.00, -0.03], [0.01, 0.01, -0.04], [-0.01, -0.01, 0.00], [-0.02, 0.02, 0.01], [-0.06, -0.02, 0.05], [0.01, 0.00, -0.01], [0.01, 0.02, -0.01], [-0.02, 0.02, -0.01], [0.00, 0.02, 0.01], [0.01, 0.00, 0.02], [-0.42, 0.07, -0.43], [0.05, 0.03, 0.10], [-0.05, -0.01, 0.05], [0.03, 0.02, 0.03], [0.02, -0.05, -0.05], [-0.01, 0.04, 0.03], [0.02, -0.03, -0.02], [0.00, -0.01, -0.02], [-0.01, -0.02, -0.01], [-0.01, 0.01, -0.01], [0.00, 0.01, 0.01], [0.00, 0.03, 0.03]], "lumo_energy_ev": [-5.091, -5.092], "e_above_lowest_kcal_mol": 22.9, "homo_ha": [-0.429, -0.429], "charge": 1, "e_tot_ha": -2663.6229, "mol_weight_g_mol": 579.5, "homo_lumo_gap_ha": [0.2419, 0.2417]}

***

In the order shown, the computed max |F| values come out to 4.64; 0.61 eV/A.